# C35H73F6N9O13

A cluster of 11 separate species, C35H73F6N9O13 in total in a non-equilibrium geometry (ωB97M-V/def2-TZVPD, the OMol25 dataset).

Calculated values
Energy above the lowest of the compared OMol25 structures with the same formula, charge and spin: 20.8 kcal/mol
Kohn-Sham gap: 8.83 eV
Calculated total energy: -93816.130 eV
LUMO level: 0.00670 Eh

Geometry as ORCA input:
```
! wB97M-V def2-TZVPD RIJCOSX def2/J DEFGRID3
* xyz 0 1
C -0.613 7.629 -2.323
C -0.665 6.118 -2.390
O -0.086 5.372 -1.623
N -1.524 5.566 -3.281
C -1.586 4.104 -3.338
H 0.084 8.003 -3.075
H -0.280 7.951 -1.340
H -1.585 8.098 -2.484
H -2.170 6.127 -3.802
H -0.654 3.694 -3.724
H -2.427 3.841 -3.971
H -1.727 3.704 -2.334
C 0.774 0.346 -5.632
C -0.424 1.259 -5.644
O -1.293 1.181 -4.762
N -0.368 2.261 -6.553
C -1.375 3.287 -6.773
H 1.540 0.613 -6.352
H 0.467 -0.697 -5.734
H 1.165 0.371 -4.613
H 0.350 2.212 -7.254
H -0.917 4.242 -6.499
H -2.269 3.131 -6.184
H -1.632 3.351 -7.830
C 4.643 -5.160 -0.303
C 3.417 -4.315 -0.500
O 2.760 -3.893 0.438
N 3.092 -4.036 -1.785
C 1.837 -3.370 -2.157
H 4.386 -6.078 0.223
H 5.362 -4.640 0.333
H 5.165 -5.384 -1.234
H 3.692 -4.326 -2.533
H 1.828 -2.369 -1.725
H 0.968 -3.879 -1.737
H 1.764 -3.438 -3.235
C -3.311 -5.613 3.320
C -3.526 -5.382 1.846
O -4.647 -5.303 1.367
N -2.414 -5.120 1.104
C -1.062 -4.935 1.600
H -2.808 -4.752 3.761
H -2.747 -6.535 3.458
H -4.287 -5.690 3.789
H -2.586 -4.998 0.120
H -0.873 -3.882 1.832
H -0.349 -5.218 0.824
H -0.861 -5.554 2.470
C -2.604 -2.895 -1.876
C -2.000 -2.176 -3.054
O -1.017 -2.630 -3.644
N -2.518 -0.978 -3.390
C -3.779 -0.383 -3.005
H -1.762 -3.281 -1.298
H -3.139 -3.799 -2.176
H -3.217 -2.245 -1.260
H -1.921 -0.441 -4.010
H -4.608 -1.083 -2.979
H -4.012 0.368 -3.762
H -3.690 0.171 -2.063
C -1.161 -6.442 6.646
C -0.504 -5.495 5.659
O -0.040 -5.907 4.612
N -0.363 -4.199 6.072
C 0.302 -3.238 5.252
H -1.641 -7.275 6.146
H -1.834 -5.917 7.328
H -0.375 -6.875 7.274
H -0.676 -3.953 6.991
H 0.257 -3.512 4.206
H 1.323 -2.997 5.545
H -0.259 -2.298 5.271
C 3.940 -0.936 -0.149
C 4.700 0.364 -0.217
O 4.645 1.089 -1.191
N 5.456 0.665 0.857
C 6.179 1.924 0.950
H 4.531 -1.709 0.350
H 3.857 -1.288 -1.175
H 3.006 -0.803 0.386
H 5.529 0.014 1.615
H 5.532 2.777 0.766
H 6.954 1.955 0.178
H 6.647 2.020 1.923
C 3.620 2.801 -5.999
C 4.141 2.126 -4.759
O 4.740 1.069 -4.866
N 3.902 2.708 -3.571
C 3.026 3.829 -3.305
H 4.464 3.307 -6.470
H 2.792 3.502 -5.884
H 3.250 2.039 -6.680
H 4.212 2.214 -2.743
H 2.156 3.943 -3.941
H 3.589 4.771 -3.257
H 2.676 3.724 -2.274
C 0.725 2.318 1.667
C 0.914 3.210 2.847
O 0.880 2.770 3.987
N 1.073 4.535 2.599
C 0.793 5.197 1.317
H -0.351 2.286 1.458
H 1.053 1.309 1.872
H 1.187 2.703 0.755
H 1.103 5.088 3.439
H 0.223 6.095 1.558
H 0.135 4.562 0.739
H 1.708 5.479 0.806
C -6.390 1.216 4.484
C -6.313 1.360 5.993
O -4.955 1.375 6.434
C -4.377 0.208 6.505
O -4.897 -0.851 6.389
C -2.868 0.330 6.816
F -2.432 1.578 6.779
F -2.620 -0.179 8.031
F -2.168 -0.381 5.916
H -6.175 2.186 4.032
H -7.399 0.940 4.185
H -5.672 0.484 4.124
H -6.852 0.562 6.503
H -6.712 2.318 6.310
C 1.007 1.276 -1.695
C 0.027 0.263 -1.141
O 0.336 0.145 0.271
C -0.397 -0.664 0.997
O -1.409 -1.212 0.687
C 0.171 -0.806 2.414
F -0.773 -0.810 3.328
F 0.839 -2.003 2.447
F 1.075 0.143 2.735
H 0.714 1.644 -2.679
H 2.007 0.846 -1.773
H 1.071 2.143 -1.034
H 0.197 -0.726 -1.577
H -1.011 0.542 -1.313
*
```